Entry 1:
Density functional theory data (ωB97M-V with the def2-TZVPD basis set) for a molecular structure, C37H33AsBr2CdClNO4.

The geometry in ORCA input format:
```
! RIJCOSX wB97M-V def2-TZVPD def2/J DEFGRID3
* xyz -2 1
Cd 13.655 10.408 14.048
C 12.345 9.961 17.277
C 13.635 10.739 17.320
C 13.918 11.637 18.344
C 15.029 12.366 18.378
C 15.950 12.168 17.316
C 17.257 12.817 17.193
Br 17.908 13.743 18.711
C 18.047 12.588 16.088
C 17.559 11.901 14.972
Br 18.624 11.923 13.408
C 16.324 11.251 14.970
O 15.880 10.589 13.974
C 15.602 11.319 16.237
N 14.397 10.599 16.260
H 12.180 9.205 18.104
H 12.264 9.395 16.345
H 11.487 10.645 17.267
H 13.236 11.873 19.144
H 15.123 13.081 19.155
H 19.104 12.889 16.038
C 8.736 11.805 11.475
As 7.168 12.237 12.625
C 7.521 11.150 14.270
C 5.794 11.111 11.845
H 9.000 10.742 11.690
H 9.487 12.598 11.637
H 8.287 11.951 10.525
H 7.973 10.192 14.055
H 6.548 11.042 14.801
H 8.325 11.665 14.804
H 6.020 10.052 11.973
H 5.899 11.313 10.805
H 4.837 11.337 12.211
C 16.389 14.845 13.312
C 16.332 15.549 14.586
C 17.432 16.181 15.142
C 17.268 16.813 16.396
Cl 18.572 17.682 17.119
C 16.031 16.861 17.056
C 14.957 16.225 16.472
C 15.086 15.642 15.244
O 13.961 15.185 14.530
C 12.990 14.504 15.331
C 12.828 13.042 15.059
O 11.896 12.444 15.581
O 13.721 12.551 14.345
H 17.425 14.571 13.073
H 16.012 15.410 12.489
H 15.851 13.912 13.330
H 18.417 16.061 14.737
H 15.954 17.285 18.000
H 14.115 16.254 17.122
H 12.046 14.955 15.225
H 13.186 14.616 16.429
C 12.237 9.066 13.243
C 11.316 8.664 12.563
C 10.221 8.208 11.746
C 10.428 8.227 10.285
C 9.880 7.276 9.382
C 10.136 7.311 8.002
C 11.138 8.176 7.533
C 11.809 8.987 8.404
C 11.399 9.130 9.747
C 9.007 7.807 12.362
C 8.921 7.794 13.745
C 7.688 7.664 14.360
C 6.472 7.544 13.647
C 6.600 7.448 12.253
C 7.811 7.504 11.641
H 9.308 6.471 9.837
H 9.752 6.480 7.369
H 11.532 7.981 6.577
H 12.540 9.656 7.950
H 11.909 9.825 10.379
H 9.838 7.887 14.372
H 7.629 7.633 15.434
H 5.500 7.454 14.172
H 5.676 7.321 11.718
H 7.838 7.419 10.586
*
```

HOMO-LUMO gap = 3.9 eV
Strongest force on any atom = 3.15 eV/Å
Calculated total energy = -9797.17837 a.u.
LUMO energy = 3.6 eV
HOMO level = -0.32 eV

Entry 2:
Density functional theory data (ωB97M-V with the def2-TZVPD basis set) for a molecular structure, C46H43AsBCl2N7O3P2Se2Sr.

The geometry in ORCA input format:
```
! RIJCOSX wB97M-V def2-TZVPD def2/J DEFGRID3
* xyz -2 1
Sr 1.334 1.207 -0.599
Cl 6.462 2.806 0.067
C 6.024 1.620 -1.133
C 7.042 1.066 -1.918
C 6.758 0.154 -2.888
Cl 8.060 -0.507 -3.861
C 5.421 -0.261 -3.119
C 5.039 -1.189 -4.116
C 3.726 -1.524 -4.257
C 2.779 -0.940 -3.391
N 3.096 -0.073 -2.462
C 4.401 0.290 -2.315
C 4.673 1.289 -1.281
O 3.723 1.801 -0.612
H 8.064 1.379 -1.746
H 5.801 -1.618 -4.753
H 3.395 -2.225 -5.010
H 1.731 -1.210 -3.465
Se -2.830 -0.900 5.240
P -1.158 -1.865 4.390
C 0.153 -2.011 5.651
C 1.292 -1.214 5.642
C 2.199 -1.284 6.692
C 1.981 -2.156 7.747
C 0.845 -2.955 7.759
C -0.069 -2.873 6.721
C -1.538 -3.585 3.918
C -0.530 -4.533 3.761
C -0.847 -5.819 3.354
C -2.167 -6.161 3.085
C -3.170 -5.214 3.228
C -2.857 -3.929 3.650
C -0.305 -1.224 2.940
C -0.440 -0.265 1.933
N 0.602 -0.459 1.103
N 1.335 -1.464 1.561
N 0.815 -1.937 2.665
P -1.793 0.941 1.645
Se -2.139 1.959 -0.237
C -1.799 2.072 3.053
C -0.809 2.055 4.023
C -0.845 2.960 5.070
C -1.868 3.889 5.152
C -2.845 3.932 4.166
C -2.800 3.037 3.109
C -3.213 -0.200 1.781
C -4.359 0.109 2.503
C -5.457 -0.738 2.469
C -5.422 -1.897 1.706
C -4.282 -2.207 0.978
C -3.182 -1.364 1.017
H 1.482 -0.547 4.813
H 3.079 -0.654 6.670
H 2.695 -2.213 8.560
H 0.664 -3.636 8.582
H -0.970 -3.475 6.744
H 0.502 -4.253 3.929
H -0.058 -6.551 3.231
H -2.409 -7.164 2.755
H -4.199 -5.468 3.004
H -3.634 -3.183 3.771
H 0.014 1.358 3.943
H -0.058 2.941 5.813
H -1.891 4.601 5.968
H -3.628 4.679 4.200
H -3.525 3.104 2.306
H -4.389 0.996 3.122
H -6.337 -0.493 3.051
H -6.283 -2.556 1.680
H -4.233 -3.101 0.369
H -2.308 -1.613 0.425
N 1.563 3.860 -0.865
N 1.241 4.480 0.358
C 0.887 3.706 1.502
O 0.897 4.320 2.572
O 0.591 2.493 1.281
H 2.571 3.775 -0.982
H 1.148 4.380 -1.627
H 1.759 5.309 0.602
B -1.470 -2.282 -3.265
C -0.734 -1.059 -2.557
N -0.148 -0.157 -2.132
H -1.857 -3.059 -2.419
H -2.392 -1.811 -3.908
H -0.639 -2.793 -4.000
C -0.998 4.191 -5.844
As -0.569 3.360 -4.119
C -2.087 2.132 -4.054
C 0.856 2.137 -4.749
C 0.560 1.305 -5.955
C -0.103 0.084 -5.831
C -0.394 -0.688 -6.946
C -0.029 -0.252 -8.213
C 0.629 0.962 -8.352
C 0.919 1.731 -7.233
H -1.199 3.447 -6.616
H -0.173 4.831 -6.160
H -1.884 4.812 -5.702
H -2.211 1.616 -5.006
H -2.975 2.723 -3.832
H -1.936 1.412 -3.251
H 1.105 1.503 -3.896
H 1.723 2.779 -4.928
H -0.397 -0.274 -4.853
H -0.905 -1.632 -6.801
H -0.253 -0.856 -9.084
H 0.923 1.309 -9.336
H 1.442 2.675 -7.348
*
```

HOMO-LUMO gap = 6.8 eV
Strongest force on any atom = 0.67 eV/Å
Calculated total energy = -11085.33959 a.u.
LUMO energy = 3.8 eV
HOMO level = -3.02 eV

Entry 3:
Density functional theory data (ωB97M-V with the def2-TZVPD basis set) for a single C7H5BrClNO molecule.

The geometry in ORCA input format:
```
! RIJCOSX wB97M-V def2-TZVPD def2/J DEFGRID3
* xyz 0 1
C -0.482 0.597 -0.701
C -1.498 1.274 -1.572
C 0.901 1.049 -0.699
C 1.208 2.199 -1.346
C 0.148 3.020 -2.037
C -0.965 -0.461 0.066
C -0.068 -1.171 1.025
N -1.086 2.387 -2.105
O 0.386 4.111 -2.637
Cl -2.592 -1.003 -0.102
Br 2.978 2.819 -1.657
H 1.695 0.569 -0.026
H 0.314 -1.982 0.449
H -0.531 -1.691 2.025
H 0.814 -0.606 1.273
H -1.759 2.858 -2.739
*
```

HOMO-LUMO gap = 7.3 eV
Strongest force on any atom = 4.48 eV/Å
Calculated total energy = -3433.83807 a.u.
LUMO energy = -1.3 eV
HOMO level = -8.58 eV

Entry 4:
Density functional theory data (ωB97M-V with the def2-TZVPD basis set) for a molecular structure, C54H45MnN4O7P2S4.

The geometry in ORCA input format:
```
! RIJCOSX wB97M-V def2-TZVPD def2/J DEFGRID3
* xyz -1 6
Mn -0.842 -0.622 -0.171
C -4.470 -1.382 -7.228
C -4.033 -1.660 -5.815
C -4.907 -2.271 -4.916
C -4.524 -2.522 -3.611
C -3.257 -2.145 -3.185
C -2.376 -1.530 -4.059
C -2.768 -1.300 -5.372
S -2.793 -2.448 -1.493
O -3.265 -1.311 -0.710
O -3.305 -3.754 -1.182
N -1.225 -2.261 -1.442
C -0.240 -3.136 -1.813
C -0.381 -4.425 -2.274
C 0.752 -5.188 -2.614
C 2.019 -4.687 -2.508
C 2.206 -3.365 -2.041
C 3.473 -2.758 -1.911
C 3.567 -1.470 -1.471
C 2.390 -0.779 -1.131
N 1.195 -1.310 -1.219
C 1.083 -2.589 -1.687
H -4.930 -2.262 -7.680
H -3.627 -1.080 -7.849
H -5.210 -0.578 -7.255
H -5.899 -2.556 -5.247
H -5.194 -3.012 -2.916
H -1.402 -1.221 -3.704
H -2.076 -0.824 -6.058
H -1.370 -4.857 -2.342
H 0.605 -6.203 -2.962
H 2.884 -5.284 -2.767
H 4.359 -3.329 -2.167
H 4.523 -0.974 -1.367
H 2.440 0.236 -0.757
N 0.331 1.549 2.673
P -1.154 1.382 1.822
C -1.649 3.134 1.658
C -2.783 3.695 2.236
C -3.095 5.029 2.017
C -2.279 5.816 1.218
C -1.153 5.261 0.623
C -0.846 3.926 0.836
C -2.264 0.712 3.100
C -2.261 1.164 4.420
C -3.038 0.539 5.379
C -3.831 -0.548 5.025
C -3.854 -0.993 3.714
C -3.075 -0.364 2.752
P 1.805 1.137 1.943
C 2.556 -0.064 3.111
C 2.828 0.255 4.442
C 3.286 -0.716 5.317
C 3.478 -2.019 4.868
C 3.220 -2.343 3.546
C 2.764 -1.366 2.668
C 2.829 2.609 2.355
C 4.222 2.495 2.326
C 5.030 3.600 2.538
C 4.460 4.844 2.783
C 3.081 4.971 2.809
C 2.271 3.861 2.593
H 0.333 2.007 3.577
H -3.449 3.080 2.826
H -3.994 5.445 2.453
H -2.528 6.855 1.043
H -0.526 5.861 -0.024
H 0.010 3.482 0.339
H -1.640 2.008 4.705
H -3.022 0.891 6.404
H -4.431 -1.045 5.777
H -4.467 -1.836 3.426
H -3.105 -0.726 1.731
H 2.678 1.270 4.795
H 3.482 -0.464 6.352
H 3.817 -2.783 5.557
H 3.337 -3.360 3.195
H 2.514 -1.637 1.650
H 4.675 1.526 2.150
H 6.107 3.490 2.517
H 5.091 5.708 2.950
H 2.625 5.935 2.996
H 1.194 3.980 2.600
O -5.515 2.851 0.464
S -5.068 1.560 0.009
O -5.550 0.411 0.719
N -3.426 1.538 -0.109
C -3.025 1.443 -1.348
S -1.390 1.349 -1.846
C -4.130 1.389 -2.352
C -4.046 1.310 -3.730
C -5.225 1.238 -4.460
C -6.464 1.247 -3.825
C -6.547 1.337 -2.440
C -5.365 1.406 -1.735
H -3.076 1.291 -4.208
H -5.181 1.168 -5.540
H -7.370 1.184 -4.415
H -7.503 1.345 -1.932
C -0.625 -2.798 8.071
C -0.548 -2.807 6.567
C -0.729 -3.981 5.842
C -0.664 -3.980 4.458
C -0.412 -2.796 3.781
C -0.237 -1.616 4.485
C -0.303 -1.629 5.869
S -0.338 -2.851 2.004
O 0.786 -3.700 1.673
O -1.632 -3.293 1.551
O -0.074 -1.426 1.614
H -0.767 -3.804 8.465
H -1.459 -2.181 8.414
H 0.287 -2.387 8.509
H -0.927 -4.908 6.369
H -0.810 -4.894 3.896
H -0.057 -0.697 3.950
H -0.166 -0.701 6.414
*
```

HOMO-LUMO gap (alpha / beta) = 7.7 / 7.7 eV
Strongest force on any atom = 0.66 eV/Å
Calculated total energy = -6257.21604 a.u.
LUMO energy (alpha / beta) = 2.3 / 2.3 eV
HOMO level (alpha / beta) = -5.33 / -5.43 eV

Entry 5:
Density functional theory data (ωB97M-V with the def2-TZVPD basis set) for a single C5H9NO molecule.

The geometry in ORCA input format:
```
! RIJCOSX wB97M-V def2-TZVPD def2/J DEFGRID3
* xyz 0 1
C 2.527 -0.467 0.516
C 1.252 -0.164 0.218
C 0.177 -0.924 -0.336
C -1.032 -0.413 0.135
C -2.230 -0.274 -0.754
N 0.532 0.926 0.857
O 0.425 2.095 0.058
H 2.950 -1.407 0.203
H 3.171 0.242 1.010
H 0.301 -1.610 -1.161
H -1.295 -0.376 1.192
H -3.135 -0.641 -0.272
H -2.372 0.773 -1.026
H -2.091 -0.849 -1.680
H 0.971 1.248 1.723
H -0.150 1.840 -0.682
*
```

HOMO-LUMO gap (alpha / beta) = 8.1 / 8.1 eV
Strongest force on any atom = 2.82 eV/Å
Calculated total energy = -325.73405 a.u.
SMILES string = C=C(/C=C/C)NO
LUMO energy (alpha / beta) = 0.6 / 0.6 eV
HOMO level (alpha / beta) = -7.49 / -7.48 eV

Entry 6:
Density functional theory data (ωB97M-V with the def2-TZVPD basis set) for 2 unconnected molecules or ions with the total composition C4H13NO.

The geometry in ORCA input format:
```
! RIJCOSX wB97M-V def2-TZVPD def2/J DEFGRID3
* xyz 0 1
C 0.392 0.124 -2.338
C -0.016 0.693 -0.961
C 0.072 -0.311 0.201
C -1.249 -1.022 0.514
N -2.101 -0.311 1.449
H -0.439 0.114 -3.022
H 0.731 -0.907 -2.220
H 1.311 0.606 -2.672
H 0.604 1.538 -0.696
H -1.045 1.051 -1.016
H 0.891 -1.030 0.045
H 0.524 0.154 1.077
H -1.017 -2.005 0.917
H -1.731 -1.176 -0.453
H -2.627 0.428 0.986
H -1.554 0.304 2.046
O 2.514 0.719 2.404
H 3.056 0.185 1.815
H 1.683 0.848 1.923
*
```

HOMO-LUMO gap = 10.4 eV
Strongest force on any atom = 1.48 eV/Å
Calculated total energy = -290.16323 a.u.
SMILES string = CCCCN.O
LUMO energy = 0.8 eV
HOMO level = -9.54 eV

Entry 7:
Density functional theory data (ωB97M-V with the def2-TZVPD basis set) for a gas-phase ion, C8H18N3O (charge +1).

The geometry in ORCA input format:
```
! RIJCOSX wB97M-V def2-TZVPD def2/J DEFGRID3
* xyz 1 1
C 1.512 -2.252 1.903
N 1.179 -1.243 1.243
C 1.178 0.009 1.995
C 1.282 1.189 1.162
N 0.085 1.478 0.421
C -0.616 0.428 -0.172
C -1.991 0.979 -0.799
C -3.096 1.200 0.213
O -2.047 1.344 -1.920
N 0.280 -0.501 -1.103
C -0.541 -1.564 -1.730
C 1.176 0.181 -2.075
H 1.402 -3.178 1.393
H 1.791 -2.310 2.982
H 2.090 0.131 2.542
H 0.453 0.062 2.766
H 1.591 2.176 1.686
H 2.193 1.171 0.475
H 0.349 2.234 -0.149
H -0.754 -0.348 0.658
H -2.604 1.061 1.166
H -3.877 0.369 0.106
H -3.619 2.153 0.077
H 0.917 -0.872 -0.382
H -1.286 -0.953 -2.324
H 0.071 -2.155 -2.463
H -1.174 -2.139 -0.972
H 0.693 1.202 -2.305
H 2.059 0.493 -1.390
H 1.308 -0.345 -3.005
*
```

HOMO-LUMO gap = 10.5 eV
Strongest force on any atom = 4.32 eV/Å
Calculated total energy = -554.80373 a.u.
SMILES string = C=NCCN[C@@H](C(C)=O)[NH+](C)C
LUMO energy = -2.8 eV
HOMO level = -13.31 eV

ΔE to the lowest compared entry with this formula, charge and spin list, top to bottom, in eV: 0.3081; 0.7398; 0.0000; 0.0000; 5.5376; 0.9174; 0.4159